<i>
This record from the OMol25 dataset describes a 12-piece molecular cluster, C48H72O36 overall. The level of theory is ωB97M-V/def2-TZVPD.

```
156
C48H72O36 | the OMol25 dataset | ωB97M-V/def2-TZVPD
C 9.5183 1.0200 2.8705
C 8.0746 0.5886 2.4349
C 7.9188 -0.9316 2.2658
O 6.8496 -1.2324 3.1454
C 6.3409 -0.1123 3.6325
O 5.3370 -0.1032 4.2691
O 7.1893 0.9128 3.4563
H 9.6063 2.0968 3.0148
H 10.2879 0.8163 2.1259
H 9.8675 0.5272 3.7778
H 7.9046 1.1183 1.4975
H 8.8389 -1.3864 2.6329
H 7.7403 -1.3637 1.2812
C 10.1048 -11.7000 4.6744
C 10.1703 -12.6938 3.5089
C 9.0300 -12.5133 2.4334
O 9.7362 -12.2385 1.2730
C 11.0315 -12.1763 1.4520
O 11.8430 -12.0160 0.5755
O 11.3228 -12.4558 2.7478
H 11.0163 -11.6725 5.2715
H 9.2668 -11.9446 5.3271
H 9.9076 -10.7036 4.2790
H 10.2494 -13.7103 3.8944
H 8.3693 -11.6750 2.6547
H 8.3892 -13.3874 2.3177
C -0.2641 0.5400 8.3787
C 1.1141 0.0613 8.8896
C 1.3041 0.4231 10.3918
O 1.9635 -0.7882 10.7730
C 1.7408 -1.7912 9.9224
O 2.2447 -2.9154 10.0130
O 0.9329 -1.3109 8.9156
H -1.1275 0.0950 8.8732
H -0.3820 0.3206 7.3176
H -0.3393 1.6212 8.4951
H 1.9824 0.3171 8.2825
H 0.3647 0.4458 10.9441
H 1.9572 1.2736 10.5868
C -0.0149 -13.2626 6.1540
C -0.5375 -12.1627 7.0941
C 0.5581 -11.6012 7.9790
O 0.6462 -10.2410 7.6419
C -0.1338 -9.9532 6.6317
O -0.3148 -8.8632 6.1146
O -0.7493 -11.1078 6.2499
H -0.7282 -13.8307 5.5568
H 0.6225 -13.9221 6.7430
H 0.5668 -12.7998 5.3569
H -1.4484 -12.5440 7.5556
H 1.5207 -12.0282 7.6975
H 0.3829 -11.8628 9.0225
C -1.2772 -1.8025 2.8389
C -1.2998 -3.2754 3.1577
C -2.5976 -4.0168 2.8187
O -2.3294 -5.0490 1.9389
C -1.0435 -4.9724 1.6013
O -0.3714 -5.6572 0.7723
O -0.4947 -3.9256 2.2482
H -1.2764 -1.6713 1.7569
H -0.4018 -1.2822 3.2274
H -2.1751 -1.3594 3.2698
H -1.0827 -3.5725 4.1837
H -3.2606 -3.2979 2.3373
H -3.0948 -4.3935 3.7125
C 13.3248 -8.8102 11.1847
C 12.7168 -7.5092 10.5944
C 11.8508 -7.7691 9.3461
O 10.5605 -7.3411 9.7193
C 10.5739 -6.8433 10.9335
O 9.5499 -6.4859 11.5829
O 11.8046 -7.0244 11.5060
H 13.9356 -8.5654 12.0536
H 13.9821 -9.3133 10.4755
H 12.5773 -9.5188 11.5417
H 13.4476 -6.7646 10.2789
H 11.7457 -8.8362 9.1504
H 12.2372 -7.3243 8.4291
C 2.5193 -10.4838 1.0562
C 3.4852 -10.7508 -0.0704
C 2.9777 -11.4635 -1.3460
O 3.5118 -10.8002 -2.4276
C 3.9606 -9.6133 -2.0189
O 4.3296 -8.7112 -2.7794
O 3.7912 -9.4660 -0.6334
H 2.5105 -11.3564 1.7093
H 1.4876 -10.2278 0.8151
H 2.9229 -9.6467 1.6259
H 4.4396 -11.1716 0.2461
H 1.8927 -11.3589 -1.3464
H 3.3092 -12.5018 -1.3422
C 3.8955 -5.6212 5.3070
C 5.2365 -6.3358 5.6213
C 5.4760 -6.6894 7.0837
O 5.6673 -8.0710 7.0726
C 5.3719 -8.5868 5.8352
O 5.3987 -9.7966 5.5341
O 5.2003 -7.6060 4.9913
H 3.5722 -5.6560 4.2666
H 3.9487 -4.5826 5.6335
H 3.1467 -6.0691 5.9604
H 6.1432 -5.8523 5.2575
H 4.6682 -6.5003 7.7906
H 6.3335 -6.0967 7.4024
C 8.3528 -1.6486 8.2161
C 7.4141 -0.9626 9.2575
C 8.1312 -0.6360 10.5369
O 7.8416 0.7121 10.6943
C 7.1430 1.1712 9.7094
O 6.8736 2.3915 9.5262
O 7.0585 0.2584 8.7295
H 8.8706 -0.9197 7.5926
H 7.6556 -2.1606 7.5528
H 8.9727 -2.4851 8.5386
H 6.5444 -1.5557 9.5398
H 9.2007 -0.8407 10.4885
H 7.6850 -1.0692 11.4321
C 6.6131 -17.7856 3.4170
C 5.4582 -17.0844 4.1679
C 4.6183 -16.2350 3.3114
O 3.3557 -16.8159 3.3032
C 3.3663 -17.8437 4.0744
O 2.3766 -18.5491 4.3126
O 4.6130 -18.0302 4.6168
H 7.2676 -17.0324 2.9783
H 6.2389 -18.3710 2.5772
H 7.1801 -18.3902 4.1248
H 5.8720 -16.5856 5.0443
H 4.9597 -16.0131 2.3003
H 4.6275 -15.2584 3.7954
C 9.3826 -7.5036 -2.0942
C 9.4114 -6.4587 -0.9419
C 8.3461 -6.5814 0.0980
O 9.0407 -6.0879 1.2459
C 10.3992 -6.3055 1.0622
O 11.3653 -6.0388 1.7992
O 10.5689 -6.6497 -0.1868
H 9.2330 -8.4617 -1.5963
H 10.3716 -7.6371 -2.5328
H 8.6957 -7.2697 -2.9075
H 9.5421 -5.4884 -1.4212
H 7.9924 -7.6005 0.2545
H 7.4464 -5.9778 -0.0214
C 4.0404 -8.9150 12.5701
C 4.0021 -8.3176 13.9748
C 4.3057 -6.8471 13.9901
O 3.3080 -6.1956 14.7295
C 2.3475 -7.0937 14.9492
O 1.2642 -6.8594 15.5147
O 2.7242 -8.2876 14.4324
H 3.7544 -9.9666 12.5911
H 5.0968 -8.8805 12.3039
H 3.4272 -8.4295 11.8109
H 4.6036 -8.8199 14.7324
H 4.2833 -6.4403 12.9791
H 5.2508 -6.6223 14.4844
```

Calculated values
- HOMO energy (eV) = -10.5891
- LUMO energy (eV) = -0.340
- orbital gap (eV) = 10.25
- SMILES = C[C@H]1COC(=O)O1.C[C@H]1COC(=O)O1.C[C@H]1COC(=O)O1.C[C@H]1COC(=O)O1.C[C@H]1COC(=O)O1.C[C@H]1COC(=O)O1.C[C@H]1COC(=O)O1.C[C@H]1COC(=O)O1.C[C@H]1COC(=O)O1.C[C@H]1COC(=O)O1.C[C@H]1COC(=O)O1.C[C@H]1COC(=O)O1

---

<ii>
This record from the OMol25 dataset describes a 12-piece molecular cluster, C48H72O36 overall. The level of theory is ωB97M-V/def2-TZVPD.

```
156
C48H72O36 | the OMol25 dataset | ωB97M-V/def2-TZVPD
C -4.7851 -4.0541 -5.2989
C -6.2526 -4.3387 -5.0367
C -7.0561 -3.2395 -4.2987
O -8.2600 -3.1514 -5.0185
C -8.0873 -3.6839 -6.2079
O -8.9019 -3.8472 -7.0823
O -6.8241 -4.2005 -6.2799
H -4.3554 -4.8909 -5.8495
H -4.1960 -3.9722 -4.3855
H -4.5546 -3.2095 -5.9483
H -6.4798 -5.3293 -4.6427
H -6.5790 -2.2604 -4.2557
H -7.3083 -3.6074 -3.3041
C 7.1345 -5.3072 -0.8138
C 8.4048 -4.5953 -0.3573
C 8.0854 -3.2223 0.2614
O 8.5795 -3.3709 1.5998
C 9.2143 -4.5595 1.7683
O 9.7840 -4.9187 2.7954
O 9.0972 -5.3539 0.6274
H 6.8685 -4.8699 -1.7762
H 6.3803 -5.0306 -0.0771
H 7.2419 -6.3907 -0.8641
H 9.0479 -4.4525 -1.2257
H 7.0076 -3.0642 0.2234
H 8.4660 -2.3442 -0.2604
C 10.1218 4.9110 0.8577
C 9.0547 3.7978 1.1243
C 8.6286 3.6522 2.6244
O 7.2800 4.0321 2.5711
C 6.9021 4.3219 1.3872
O 5.6576 4.4884 1.1172
O 7.8942 4.2460 0.5047
H 11.0877 4.5928 1.2502
H 9.8084 5.8646 1.2826
H 10.3159 4.9022 -0.2148
H 9.4318 2.8424 0.7595
H 9.2310 4.3436 3.2137
H 8.8161 2.6471 3.0021
C -6.9414 5.8245 -1.4643
C -6.2423 4.3944 -1.2410
C -5.3280 4.4559 -0.0011
O -5.6270 3.2142 0.6633
C -6.7701 2.7069 0.1632
O -7.3149 1.6555 0.5465
O -7.2483 3.5120 -0.7985
H -7.4626 6.1106 -0.5507
H -7.7111 5.7854 -2.2351
H -6.3145 6.6443 -1.8151
H -5.8078 4.0040 -2.1613
H -5.4407 5.3606 0.5962
H -4.2715 4.4174 -0.2664
C 5.0634 3.3534 -6.3033
C 5.5737 2.7712 -4.9719
C 4.9442 1.4708 -4.5766
O 6.0723 0.5811 -4.5628
C 7.1711 1.2044 -5.0063
O 8.3034 0.7414 -5.0983
O 6.9050 2.4086 -5.2191
H 5.4843 4.3371 -6.5111
H 3.9905 3.5332 -6.2343
H 5.3052 2.7347 -7.1676
H 5.3941 3.5113 -4.1922
H 4.2661 0.9789 -5.2739
H 4.5799 1.5789 -3.5549
C 2.1968 -4.3633 -9.4237
C 2.3614 -3.3657 -8.2535
C 1.1125 -2.7908 -7.7053
O 1.0923 -3.0286 -6.3717
C 1.9493 -3.9388 -6.0737
O 1.9294 -4.5153 -5.0116
O 2.7312 -4.1531 -7.1833
H 3.1600 -4.7451 -9.7624
H 1.6989 -3.8999 -10.2755
H 1.6011 -5.2359 -9.1558
H 3.0562 -2.5579 -8.4832
H 0.2566 -3.2589 -8.1917
H 0.9772 -1.7220 -7.8715
C -0.5057 6.0869 3.9069
C -0.8557 7.4918 4.4519
C 0.0497 8.6152 3.9352
O -0.8507 9.5242 3.3893
C -2.1193 9.0752 3.4561
O -3.0809 9.7139 3.0563
O -2.0994 7.9375 4.0519
H 0.3469 5.7019 4.4664
H -0.3149 6.1178 2.8342
H -1.3450 5.4098 4.0659
H -0.6956 7.4805 5.5300
H 0.7058 8.2478 3.1461
H 0.6483 9.0978 4.7078
C -0.4307 -1.2221 10.2862
C 0.2588 -0.0588 9.6255
C -0.0874 0.0680 8.1402
O -0.7857 1.2815 8.0992
C -0.7816 1.9065 9.2331
O -1.3239 2.9912 9.4888
O -0.1667 1.1283 10.1962
H 0.0208 -2.1734 10.0047
H -1.4962 -1.1238 10.0787
H -0.4086 -1.0731 11.3657
H 1.3420 -0.1553 9.6991
H -0.6807 -0.7932 7.8328
H 0.7674 0.0770 7.4639
C 0.5338 -6.6836 6.7865
C 2.0168 -6.1709 6.8180
C 3.0642 -7.1887 6.3227
O 3.7158 -6.4260 5.3454
C 3.0851 -5.2574 5.0807
O 3.4141 -4.4560 4.2445
O 2.0245 -5.1271 5.9163
H 0.1197 -6.6727 5.7783
H -0.1319 -6.0243 7.3435
H 0.3460 -7.7098 7.1023
H 2.3540 -5.8450 7.8020
H 2.6225 -8.0835 5.8840
H 3.7082 -7.3746 7.1822
C 0.4548 -0.2138 1.4575
C 0.2007 -0.6487 0.0712
C -1.0935 -1.3040 -0.1580
O -1.6373 -0.6199 -1.2876
C -0.9032 0.4513 -1.5285
O -1.0601 1.2867 -2.4577
O 0.1136 0.5259 -0.6900
H 1.3950 0.3356 1.5065
H 0.5912 -1.0537 2.1388
H -0.3506 0.4238 1.8221
H 1.0940 -1.1547 -0.2949
H -1.7658 -1.1808 0.6911
H -1.0473 -2.3846 -0.2928
C -4.4696 1.1796 -8.6282
C -5.9327 1.1920 -8.8165
C -6.6818 2.0822 -7.8112
O -7.3141 3.0700 -8.5522
C -7.0317 2.9581 -9.8281
O -7.3203 3.7563 -10.7449
O -6.2755 1.8560 -10.0505
H -3.9909 2.1125 -8.9259
H -4.0823 0.3357 -9.1991
H -4.1474 1.0693 -7.5927
H -6.3136 0.1710 -8.7943
H -6.1090 2.5175 -6.9924
H -7.4927 1.5471 -7.3171
C -5.4950 -2.8838 5.5428
C -6.0138 -1.5473 6.1955
C -7.5105 -1.4784 6.5347
O -7.5520 -0.9298 7.8402
C -6.3110 -1.0124 8.3243
O -5.9956 -0.7842 9.4944
O -5.4665 -1.4781 7.3998
H -4.4728 -2.8139 5.1709
H -6.1918 -3.2051 4.7686
H -5.6314 -3.7593 6.1776
H -5.7124 -0.6395 5.6728
H -8.0782 -2.4041 6.4404
H -7.9802 -0.8005 5.8221
```

Calculated values
- HOMO energy (eV) = -10.7297
- LUMO energy (eV) = -0.341
- orbital gap (eV) = 10.39
- SMILES = C[C@H]1COC(=O)O1.C[C@H]1COC(=O)O1.C[C@H]1COC(=O)O1.C[C@H]1COC(=O)O1.C[C@H]1COC(=O)O1.C[C@H]1COC(=O)O1.C[C@H]1COC(=O)O1.C[C@H]1COC(=O)O1.C[C@H]1COC(=O)O1.C[C@H]1COC(=O)O1.C[C@H]1COC(=O)O1.C[C@H]1COC(=O)O1

---

Tell me which of them is the most stable. Sure, it is <ii>.

---

<i>
This record from the OMol25 dataset describes a 3-piece molecular cluster, C4H14NO2S overall. The level of theory is ωB97M-V/def2-TZVPD.

```
22
C4H14NO2S | the OMol25 dataset | ωB97M-V/def2-TZVPD
C -1.0093 -0.4461 0.2597
C -0.9728 0.3033 1.5789
S 0.7166 0.7675 2.1626
C -0.5794 0.3703 -0.9596
N -0.3224 -0.3254 -2.2238
C 0.4732 -1.5885 -2.0911
H -0.2546 -1.2294 0.3859
H -1.9860 -0.9286 0.1049
H -1.5112 -0.2597 2.3471
H -1.5768 1.2218 1.5180
H -1.3477 1.1346 -1.1349
H 0.3279 0.9355 -0.7278
H -1.2105 -0.6659 -2.5965
H 0.4202 -2.0018 -3.1011
H 0.1909 -2.3669 -1.3839
H 1.4928 -1.2696 -1.8860
H -0.2183 2.5957 1.4292
H 0.2171 3.9693 1.7467
O -0.3538 3.5198 1.1088
H 1.8750 -0.8803 1.4136
H 3.2529 -1.2760 1.1648
O 2.3764 -1.5795 0.8843
```

Calculated values
- HOMO energy (eV) = -3.2970
- net charge = -1
- LUMO energy (eV) = 3.764
- orbital gap (eV) = 7.06

---

<ii>
This record from the OMol25 dataset describes a 3-piece molecular cluster, C4H14NO2S overall. The level of theory is ωB97M-V/def2-TZVPD.

```
22
C4H14NO2S | the OMol25 dataset | ωB97M-V/def2-TZVPD
C -0.2045 -0.2450 -1.0122
C -0.9723 -1.2655 -0.1403
S -2.6829 -0.5970 0.3022
C 0.9033 -0.9743 -1.7234
N 2.0238 -1.1392 -0.7595
C 3.3103 -0.3745 -1.0292
H -0.8684 0.2069 -1.8487
H -0.0186 0.5675 -0.3004
H -0.4687 -1.3747 0.8388
H -0.9951 -2.2054 -0.5634
H 0.6330 -2.0324 -1.9894
H 1.0956 -0.4617 -2.7183
H 1.6033 -0.8212 0.1764
H 3.1638 0.4752 -1.5831
H 3.8925 -1.2045 -1.5661
H 3.9440 -0.0992 -0.1608
H 1.4116 2.7060 1.9636
H 0.1065 2.1222 2.1998
O 0.9886 2.0755 2.5326
H -1.7251 1.4906 1.1564
H -0.6487 1.7387 0.2776
O -1.0620 2.1212 0.9710
```

Calculated values
- HOMO energy (eV) = -2.8579
- net charge = -1
- LUMO energy (eV) = 3.395
- orbital gap (eV) = 6.25

---

Tell me which of them is the most stable. Sure, it is <i>.